Record 1
37
Properties=species:S:1:pos:R:3:forces:R:3 method="wB97M-V/def2-TZVPD" e_homo_ev=-12.06 e_above_lowest_kcal_mol=7.48 e_lumo_ev=-4.02 charge=+1
Sn -1.6899 -0.8407 -1.7733 -0.03 -0.04 0.11
C -1.0910 -2.3308 3.0779 0.00 0.00 0.01
As -0.3646 -0.7235 2.3446 -0.02 -0.03 -0.01
C -1.6456 0.6942 2.3717 -0.01 0.02 0.00
C 1.1770 -0.1913 3.3505 0.02 0.01 -0.03
S 0.3658 -1.2923 0.3435 0.04 0.04 0.02
H -1.4239 -2.1135 4.0924 0.00 -0.01 0.00
H -0.3151 -3.0932 3.0893 0.00 0.00 0.00
H -1.9426 -2.6488 2.4797 0.00 0.01 0.00
H -1.8249 0.9246 3.4228 -0.02 -0.02 0.00
H -2.5652 0.3623 1.8951 0.01 0.00 -0.01
H -1.2402 1.5698 1.8687 0.02 0.01 0.04
H 0.8763 -0.0313 4.3853 -0.03 0.00 0.00
H 1.5726 0.7370 2.9425 0.01 -0.01 0.00
H 1.9261 -0.9786 3.2998 0.01 0.01 0.00
C 1.5673 0.0344 -0.1131 -0.01 -0.01 -0.04
C 1.6381 -0.0037 -1.6191 -0.01 0.05 0.00
C 1.9830 -1.1800 -2.2844 -0.01 -0.01 0.01
C 1.9713 -1.2234 -3.6700 0.00 -0.01 0.00
C 1.6238 -0.0939 -4.4002 0.00 0.01 0.00
C 1.3055 1.0866 -3.7438 0.00 -0.01 -0.01
C 1.3115 1.1317 -2.3562 0.01 -0.04 0.04
H 1.2006 1.0026 0.2259 0.00 -0.01 0.02
H 2.5161 -0.1976 0.3670 0.01 0.00 -0.01
H 2.2679 -2.0629 -1.7222 0.00 0.00 0.00
H 2.2420 -2.1374 -4.1812 0.00 0.00 0.00
H 1.6183 -0.1304 -5.4812 0.00 0.00 0.00
H 1.0617 1.9780 -4.3063 0.00 0.00 0.01
H 1.0918 2.0616 -1.8475 0.01 0.02 -0.03
S -4.6961 -1.9403 1.8051 -0.01 -0.04 0.02
C -3.6273 -1.8018 0.6430 0.02 0.14 0.01
N -2.7800 -1.6757 -0.1778 0.00 -0.13 -0.05
N 0.2203 4.8832 -1.6265 0.04 -0.04 -0.03
C -0.2687 4.0413 -1.0102 -0.05 0.05 0.02
N -0.7862 3.0919 -0.2299 0.13 -0.06 0.05
C -1.3448 2.0529 -0.6418 -0.24 0.11 0.10
N -1.9307 1.0390 -0.8198 0.09 -0.01 -0.25


Record 2
43
Properties=species:S:1:pos:R:3:forces:R:3 method="wB97M-V/def2-TZVPD" e_homo_ev=-7.61 e_above_lowest_kcal_mol=9.69 e_lumo_ev=-0.32
Ba -1.1276 0.8077 -1.4847 -0.89 0.99 -1.78
O -0.6318 -2.4926 1.1322 -0.12 0.11 -0.12
C -1.2717 -1.8302 0.3292 0.33 -0.34 0.64
N -1.7952 -0.5870 0.4580 -0.17 -0.32 0.25
C -1.5973 0.0866 1.6188 0.32 -0.37 0.72
O -1.1058 -0.3123 2.6616 -0.15 0.06 -0.16
C -2.0585 1.5230 1.5869 -0.15 0.56 0.53
C -1.9120 2.2487 2.7691 -0.03 0.03 -0.01
C -2.3423 3.5585 2.8203 -0.01 -0.04 -0.09
C -2.9109 4.1115 1.6823 -0.01 0.03 0.01
C -3.0031 3.3252 0.5511 -0.04 0.07 -0.20
N -2.5867 2.0584 0.4854 -0.13 0.09 0.28
C -1.5049 -2.4549 -1.0243 -0.02 -0.69 -0.33
C -1.1552 -3.7988 -1.1600 -0.05 0.01 -0.02
C -1.3648 -4.4373 -2.3649 -0.01 0.08 0.02
C -1.9096 -3.7088 -3.4120 0.00 -0.04 -0.03
C -2.2067 -2.3779 -3.1956 -0.06 0.17 -0.14
N -2.0171 -1.7479 -2.0331 -0.04 -0.38 -0.03
H -1.4644 1.7564 3.6186 0.01 -0.05 -0.02
H -2.2420 4.1413 3.7265 0.01 -0.01 0.01
H -3.2696 5.1313 1.6690 -0.01 -0.01 -0.03
H -3.4343 3.7311 -0.3587 0.00 0.01 0.01
H -0.7322 -4.3044 -0.3056 0.00 0.03 0.04
H -1.1114 -5.4821 -2.4884 0.00 0.00 0.00
H -2.0957 -4.1614 -4.3760 -0.02 0.04 -0.01
H -2.6243 -1.7780 -3.9981 0.01 -0.01 -0.01
C 2.7928 -1.8577 -1.3517 -0.09 0.05 -0.01
C 2.0432 -0.5588 -1.1450 0.08 -0.38 -0.28
O 1.0174 -0.3916 -1.8332 0.60 -0.26 0.16
C 2.5502 0.3984 -0.1974 -0.33 0.51 0.18
C 3.8173 0.2045 0.3986 0.02 -0.10 -0.06
C 4.3567 1.0944 1.2824 0.12 0.08 0.12
C 3.6228 2.2429 1.6326 -0.04 -0.15 -0.12
C 2.3888 2.4648 1.0919 -0.12 0.10 -0.04
C 1.7877 1.5668 0.1608 0.45 -0.09 0.23
O 0.6111 1.8258 -0.2792 0.50 0.26 0.29
H 2.1952 -2.5094 -1.9843 -0.03 0.03 0.00
H 2.9782 -2.3473 -0.3966 0.05 -0.03 -0.02
H 3.7485 -1.6686 -1.8430 0.03 -0.02 0.04
H 4.3922 -0.6751 0.1412 -0.02 -0.01 -0.01
H 5.3322 0.9191 1.7154 -0.01 -0.02 -0.02
H 4.0381 2.9496 2.3405 -0.01 0.02 0.01
H 1.8030 3.3361 1.3594 0.02 0.00 0.01


Record 3
15
Properties=species:S:1:pos:R:3:forces:R:3 method="wB97M-V/def2-TZVPD" e_homo_ev=-9.50 smiles="C[C@H]1CN2CC2=N1" e_above_lowest_kcal_mol=82.49 e_lumo_ev=1.03
C -1.7966 -0.9566 0.1085 0.27 -0.18 0.00
C -0.6208 -0.4485 -0.7975 0.17 0.06 -0.09
C -0.1548 0.9180 -0.2568 -0.22 0.33 -0.12
N 0.7304 0.4376 0.8150 -0.24 0.29 0.22
C 2.1951 0.5446 0.7441 0.30 -0.02 -0.03
C 1.4101 -0.5062 0.0675 -0.58 -0.20 0.03
N 0.8304 -1.1103 -0.8968 -0.83 0.18 0.69
H -1.8521 -0.3857 1.0458 0.26 -0.25 -0.19
H -1.7629 -2.0143 0.3722 0.20 0.01 -0.14
H -2.7686 -0.7895 -0.3873 0.51 -0.03 -0.07
H -0.9873 -0.4209 -1.8287 0.26 0.11 0.19
H 0.4139 1.4235 -1.0504 0.00 0.18 0.21
H -0.9201 1.5666 0.1608 -0.20 0.00 -0.20
H 2.6191 1.3889 0.1957 0.10 -0.44 -0.25
H 2.6642 0.3528 1.7079 -0.01 -0.03 -0.26


Record 4
73
Properties=species:S:1:pos:R:3:forces:R:3 method="wB97M-V/def2-TZVPD" e_homo_ev=-12.38 e_above_lowest_kcal_mol=0.00 e_lumo_ev=-6.83 charge=+2
Ta -0.3102 1.1186 -0.2045 0.27 -0.18 -0.40
S -1.4777 0.6810 1.8260 -0.25 0.16 0.03
C -0.3061 -0.6508 1.9630 0.22 -0.13 -0.19
N -0.1168 -1.5146 2.8670 -0.06 0.03 0.06
N -0.8389 -1.5725 3.9578 0.03 -0.04 0.02
C -0.5812 -2.5401 4.9597 0.00 0.01 -0.02
C -1.3152 -2.4640 6.1341 -0.04 0.03 0.02
C -1.0965 -3.3933 7.1381 0.00 0.00 0.01
C -0.1478 -4.3920 6.9743 0.00 0.01 -0.02
C 0.5786 -4.4570 5.7940 0.00 0.00 0.01
C 0.3665 -3.5361 4.7791 0.04 -0.03 -0.03
N 0.5928 -0.5785 0.8320 -0.20 0.08 -0.02
N -0.0201 -0.7620 -0.4489 0.00 -0.09 0.08
C -0.3326 -2.0643 -0.9123 -0.03 0.04 -0.04
C -0.7920 -2.2095 -2.2182 0.00 0.03 -0.02
C -1.0881 -3.4747 -2.6934 -0.01 -0.05 0.02
C -0.9262 -4.5879 -1.8774 0.00 0.04 0.01
C -0.4631 -4.4312 -0.5792 -0.01 -0.02 -0.02
C -0.1618 -3.1705 -0.0877 0.01 -0.03 0.05
H -1.5938 -0.9144 4.1038 0.00 0.01 0.00
H -2.0547 -1.6823 6.2670 0.00 0.00 0.00
H -1.6707 -3.3326 8.0525 0.00 0.00 0.00
H 0.0230 -5.1159 7.7585 0.00 0.00 0.00
H 1.3165 -5.2360 5.6563 0.00 0.00 0.00
H 0.9269 -3.5981 3.8566 0.00 0.01 0.00
H -0.9141 -1.3461 -2.8560 0.01 0.02 0.00
H -1.4435 -3.5952 -3.7076 0.00 0.01 0.00
H -1.1587 -5.5743 -2.2537 0.00 0.00 0.00
H -0.3369 -5.2957 0.0584 0.00 0.01 0.01
H 0.1895 -3.0541 0.9290 0.00 -0.02 -0.04
C 2.9921 -1.7389 -0.5446 0.04 -0.02 0.06
Si 2.4180 -0.5606 0.7477 -0.02 0.11 0.02
C 3.1184 -0.7712 2.4350 -0.02 0.00 -0.02
C 2.4676 1.2368 0.1318 -0.01 -0.13 0.03
C 3.2238 1.7031 -0.9434 0.00 0.03 -0.02
C 3.2285 3.0515 -1.2741 -0.01 0.01 0.02
C 2.4685 3.9703 -0.5520 0.02 -0.03 -0.02
C 1.6941 3.5384 0.5089 0.02 -0.01 0.05
C 1.6849 2.1764 0.8460 0.01 0.11 -0.03
H 4.0811 -1.6836 -0.6253 0.00 0.01 -0.01
H 2.5615 -1.5376 -1.5259 -0.01 0.00 0.00
H 2.7398 -2.7631 -0.2654 0.01 -0.01 -0.02
H 4.2041 -0.6545 2.3949 0.00 0.00 0.01
H 2.8971 -1.7746 2.8043 0.02 0.01 0.02
H 2.7276 -0.0525 3.1564 -0.02 0.00 -0.01
H 3.8286 1.0140 -1.5203 0.00 0.00 0.00
H 3.8406 3.3986 -2.0967 0.00 -0.01 0.00
H 2.5062 5.0207 -0.8101 -0.01 0.00 0.01
H 1.1265 4.2402 1.1078 0.01 0.02 -0.02
H 1.2068 1.8779 1.7826 0.02 0.03 0.01
N -4.4432 4.7087 0.3511 -0.01 -0.05 -0.15
N -3.2227 4.2370 -0.0687 -0.14 0.02 0.08
N -2.3607 5.0071 -0.6986 0.02 0.02 -0.02
C -1.3123 4.2131 -0.7914 -0.08 -0.05 0.03
N -1.5595 3.0204 -0.2200 0.01 0.20 -0.01
N -2.8064 3.0596 0.2358 0.05 -0.06 0.15
H -4.7356 5.4457 -0.2832 0.06 0.03 0.03
H -5.1109 3.9438 0.3574 0.04 -0.02 0.06
H -0.3901 4.4821 -1.2749 0.00 0.00 0.00
Br -3.6019 0.5025 -6.9155 0.00 0.00 0.00
C -2.1149 1.2819 -6.0704 0.01 0.00 0.00
C -1.1888 2.0010 -6.8190 0.00 0.01 0.00
C -0.0862 2.5811 -6.2034 0.00 -0.01 -0.01
C 0.0988 2.4468 -4.8401 0.01 0.01 -0.02
C -0.8365 1.7239 -4.0989 -0.01 0.00 0.00
C -1.9486 1.1362 -4.7071 -0.01 0.00 0.00
C -0.6621 1.5669 -2.6711 0.02 0.14 0.22
O -1.4877 0.9035 -1.9431 0.14 -0.10 0.10
O 0.3258 2.0801 -2.0127 -0.13 -0.16 -0.07
H -1.3330 2.1055 -7.8859 0.00 0.00 0.00
H 0.6258 3.1357 -6.7986 0.00 0.00 0.00
H 0.9546 2.8887 -4.3485 0.00 0.00 0.00
H -2.6670 0.5817 -4.1191 0.00 0.00 0.00